{
  "formula": "C2HClNO2",
  "method": "ωB97M-V/def2-TZVPD",
  "multiplicity": 1,
  "charge": -1,
  "orbital_gap_ev": 9.2,
  "homo_ev": -5.19,
  "relative_energy_kj_mol": 69.3,
  "species": ["C", "C", "N", "O", "O", "Cl", "H"],
  "positions_angstrom": [[2.2266, 0.8925, 0.1629], [-1.3193, 0.4438, -0.0485], [1.7287, -0.1563, -0.0693], [-1.1938, 0.5918, 1.0709], [-1.5039, 0.6247, -1.1704], [-0.7800, -1.7508, -0.1191], [0.8415, -0.6456, 0.1736]]
}

{
  "formula": "C30H48CeP2",
  "method": "ωB97M-V/def2-TZVPD",
  "multiplicity": 1,
  "charge": 2,
  "orbital_gap_ev": [6.9, 6.9],
  "homo_ev": [-13.94, -13.94],
  "relative_energy_kj_mol": 0.0,
  "species": ["Ce", "C", "C", "C", "C", "C", "C", "H", "H", "H", "C", "H", "H", "H", "C", "H", "H", "H", "C", "H", "H", "H", "C", "H", "H", "H", "C", "C", "C", "C", "C", "C", "C", "C", "H", "H", "H", "H", "H", "H", "H", "H", "H", "H", "H", "H", "P", "P", "C", "C", "H", "H", "H", "H", "C", "H", "H", "H", "C", "H", "H", "H", "C", "H", "H", "H", "C", "H", "H", "H", "C", "C", "C", "C", "C", "C", "H", "H", "H", "H", "H"],
  "positions_angstrom": [[-0.5047, -0.9782, 1.1902], [-2.4604, -0.6680, 2.8959], [-3.0447, -1.0112, 1.6328], [-1.9377, -2.8780, 2.4563], [-1.7761, -1.8184, 3.3991], [-2.6995, -2.3782, 1.3557], [-2.5272, 0.6459, 3.5985], [-3.0304, 1.4090, 2.9913], [-1.5200, 1.0213, 3.8478], [-3.0747, 0.5640, 4.5506], [-1.0713, -1.9276, 4.7092], [-1.3118, -1.0667, 5.3456], [0.0194, -1.9580, 4.5705], [-1.3661, -2.8439, 5.2404], [-1.5035, -4.2911, 2.6518], [-1.6827, -4.6271, 3.6872], [-0.4304, -4.4080, 2.4458], [-2.0443, -4.9693, 1.9797], [-3.0889, -3.1793, 0.1620], [-3.8784, -3.9067, 0.4073], [-2.2342, -3.7571, -0.2221], [-3.4614, -2.5402, -0.6461], [-3.8607, -0.1252, 0.7498], [-4.9361, -0.3106, 0.8848], [-3.6430, -0.3060, -0.3122], [-3.6859, 0.9336, 0.9660], [1.9473, 3.6340, -1.7731], [0.7885, 4.2247, -1.4402], [-0.1228, 4.8928, -2.4217], [-0.3559, 4.1192, -3.7430], [-0.3561, 2.6225, -3.6073], [0.7215, 1.8601, -3.8857], [2.1344, 2.3622, -4.0202], [2.5135, 3.6010, -3.1631], [0.3011, 5.8793, -2.6603], [0.3648, 4.4451, -4.5049], [-1.0987, 5.0827, -1.9550], [2.2756, 4.5272, -3.7018], [2.6534, 3.3158, -0.9981], [0.5810, 4.4820, -0.3975], [3.6059, 3.5939, -3.0459], [2.8439, 1.5547, -3.7698], [0.5804, 0.8179, -4.1890], [2.3093, 2.6136, -5.0763], [-1.3468, 4.4044, -4.1142], [-1.3357, 2.1748, -3.4287], [0.2773, 1.5227, 0.4511], [-0.1788, -1.6865, -1.5360], [1.1019, 0.9412, -1.1176], [1.2519, -0.4943, -1.6761], [2.1060, 1.3895, -1.1382], [0.4898, 1.5335, -1.8036], [1.4416, -0.4215, -2.7600], [2.1535, -0.9603, -1.2411], [0.6419, -3.2925, -1.7778], [-0.0936, -4.1010, -1.6646], [1.4142, -3.4379, -1.0098], [1.0987, -3.3500, -2.7733], [-1.1935, -1.4500, -3.0121], [-0.6055, -1.5271, -3.9321], [-1.6884, -0.4733, -2.9844], [-1.9818, -2.2108, -3.0331], [1.4114, 2.5718, 1.3646], [0.9127, 2.8467, 2.3016], [1.6851, 3.4585, 0.7959], [2.3000, 1.9804, 1.6161], [-1.2656, 2.3656, -0.0324], [-2.0349, 1.6705, -0.3964], [-1.0615, 3.0894, -0.8250], [-1.6770, 2.8844, 0.8437], [4.2735, -2.9331, 2.6931], [3.1326, -3.4786, 3.2825], [1.8477, -2.9916, 2.9592], [1.7178, -1.9627, 2.0287], [2.8489, -1.3880, 1.4585], [4.1340, -1.8855, 1.7780], [5.2729, -3.3164, 2.9474], [3.2416, -4.2936, 4.0079], [0.9820, -3.4354, 3.4595], [2.7750, -0.5448, 0.7670], [5.0183, -1.4521, 1.3165]]
}

{
  "formula": "C47H79N3O8",
  "method": "ωB97M-V/def2-TZVPD",
  "multiplicity": 1,
  "smiles": "c1ccncc1.c1ccncc1.c1ccncc1.C1CCOC1.C1CCOC1.C1CCOC1.C1CCOC1.C1CCOC1.C1CCOC1.C1CCOC1.C1CCOC1",
  "charge": 0,
  "orbital_gap_ev": 9.3,
  "homo_ev": -9.24,
  "species": ["C", "C", "C", "N", "C", "C", "H", "H", "H", "H", "H", "C", "C", "C", "N", "C", "C", "H", "H", "H", "H", "H", "C", "C", "C", "N", "C", "C", "H", "H", "H", "H", "H", "C", "C", "C", "O", "C", "H", "H", "H", "H", "H", "H", "H", "H", "C", "C", "C", "O", "C", "H", "H", "H", "H", "H", "H", "H", "H", "C", "C", "C", "O", "C", "H", "H", "H", "H", "H", "H", "H", "H", "C", "C", "C", "O", "C", "H", "H", "H", "H", "H", "H", "H", "H", "C", "C", "C", "O", "C", "H", "H", "H", "H", "H", "H", "H", "H", "C", "C", "C", "O", "C", "H", "H", "H", "H", "H", "H", "H", "H", "C", "C", "C", "O", "C", "H", "H", "H", "H", "H", "H", "H", "H", "C", "C", "C", "O", "C", "H", "H", "H", "H", "H", "H", "H", "H"],
  "positions_angstrom": [[11.2109, -13.3702, -15.3163], [10.5891, -12.3515, -16.0363], [11.3854, -11.3770, -16.6204], [12.7482, -11.2925, -16.4454], [13.3237, -12.4181, -15.9010], [12.5994, -13.4971, -15.3415], [10.6828, -14.1566, -14.7974], [9.5096, -12.3704, -16.0597], [10.8968, -10.5612, -17.1324], [14.3941, -12.3503, -15.7746], [13.0647, -14.3302, -14.8356], [15.3662, -17.5464, -4.5323], [15.1702, -17.0595, -3.2460], [16.0247, -17.4726, -2.1803], [17.0391, -18.3641, -2.4192], [17.1712, -18.8660, -3.6563], [16.3728, -18.5047, -4.7060], [14.6572, -17.3245, -5.3162], [14.3299, -16.4225, -3.0123], [15.9792, -16.9975, -1.2115], [17.8427, -19.6827, -3.8767], [16.4448, -19.1246, -5.5874], [19.2327, -16.2193, -11.0490], [18.9484, -16.8112, -12.2887], [18.8172, -15.9561, -13.4001], [18.9953, -14.6247, -13.3832], [19.3574, -14.0924, -12.2055], [19.4330, -14.8316, -11.0092], [19.3090, -16.8171, -10.1528], [18.7418, -17.8629, -12.4218], [18.4827, -16.2442, -14.3857], [19.6354, -13.0515, -12.1294], [19.6776, -14.3432, -10.0776], [26.0501, -15.7107, -11.4836], [24.9209, -16.5808, -11.8304], [24.8924, -16.4172, -13.3384], [26.2655, -16.3866, -13.7014], [27.0734, -15.9308, -12.6315], [26.4795, -16.0808, -10.5526], [25.8084, -14.6480, -11.4683], [24.0397, -16.2926, -11.2571], [25.1784, -17.6172, -11.6120], [24.4640, -15.4584, -13.6305], [24.4308, -17.1701, -13.9773], [27.5941, -15.0315, -12.9606], [27.7945, -16.6481, -12.2396], [13.7308, -11.0309, -6.6323], [15.0887, -11.6183, -6.9900], [14.7060, -12.5791, -8.0540], [13.4632, -13.1193, -7.5400], [12.8069, -12.2498, -6.5976], [13.4657, -10.3692, -7.4569], [13.6863, -10.4430, -5.7155], [15.4867, -12.2013, -6.1595], [15.8236, -10.8735, -7.2955], [15.4232, -13.3917, -8.1697], [14.4880, -12.0812, -8.9988], [12.7368, -12.7502, -5.6318], [11.8160, -11.9508, -6.9394], [14.3824, -16.5437, -20.1866], [15.6134, -15.8851, -20.7028], [16.6396, -16.1965, -19.6662], [16.3266, -17.5524, -19.4548], [14.9162, -17.7987, -19.4652], [13.6431, -16.6925, -20.9736], [13.9046, -15.8454, -19.4994], [15.5450, -14.8013, -20.7960], [15.8196, -16.2811, -21.6971], [16.5411, -15.6404, -18.7339], [17.6990, -16.1101, -19.9076], [14.4589, -17.8294, -18.4763], [14.7321, -18.7220, -20.0145], [24.2159, -9.4127, -11.6746], [24.0719, -8.9981, -10.1862], [24.4603, -7.4984, -10.2271], [25.0937, -7.2478, -11.4595], [24.6598, -8.1475, -12.4060], [23.3527, -9.9235, -12.1013], [25.0831, -10.0623, -11.7939], [24.9158, -9.4279, -9.6465], [23.1300, -9.3177, -9.7404], [24.9574, -7.1548, -9.3199], [23.6308, -6.7915, -10.2058], [25.3477, -8.2223, -13.2482], [23.8028, -7.6013, -12.8001], [22.4124, -10.7381, -18.5957], [23.6835, -11.0608, -19.3286], [23.1590, -12.0253, -20.3669], [21.9181, -12.6307, -19.9268], [21.6082, -12.0420, -18.6569], [21.8090, -9.9448, -19.0369], [22.7379, -10.4462, -17.5972], [24.4194, -11.5121, -18.6632], [24.2615, -10.2387, -19.7508], [23.9122, -12.7908, -20.5532], [22.9583, -11.5416, -21.3228], [21.8355, -12.7178, -17.8325], [20.5397, -11.8288, -18.6889], [23.4854, -14.5244, -4.5329], [22.5094, -15.6298, -5.0068], [21.2206, -14.8242, -4.7830], [21.4957, -13.4614, -5.1261], [22.8859, -13.2298, -5.0850], [24.4778, -14.7400, -4.9289], [23.5132, -14.5300, -3.4433], [22.6276, -16.5039, -4.3665], [22.6264, -15.9075, -6.0543], [20.7844, -14.8466, -3.7844], [20.3884, -15.1393, -5.4126], [23.1337, -12.4030, -4.4195], [23.2227, -13.1091, -6.1146], [16.4616, -7.8184, -13.1864], [17.2309, -8.0358, -11.9374], [18.5523, -7.4034, -12.2656], [18.7964, -7.9820, -13.5298], [17.5312, -7.8775, -14.2881], [15.9885, -6.8365, -13.1988], [15.7217, -8.5951, -13.3796], [17.3727, -9.0674, -11.6154], [16.7448, -7.4722, -11.1410], [19.2948, -7.6839, -11.5186], [18.5976, -6.3187, -12.3636], [17.3816, -8.8124, -14.8282], [17.5545, -7.0208, -14.9616], [20.4997, -24.2267, -17.2052], [19.6080, -23.0976, -16.6145], [18.6197, -22.8187, -17.7493], [18.3809, -24.1366, -18.1230], [19.4642, -25.0506, -17.9719], [21.1841, -24.7672, -16.5512], [21.0646, -23.6524, -17.9395], [20.1811, -22.2097, -16.3478], [19.1496, -23.3544, -15.6594], [19.1307, -22.1668, -18.4578], [17.7129, -22.3292, -17.3940], [19.8670, -25.2819, -18.9580], [19.1747, -25.9542, -17.4355]]
}

{
  "formula": "C4H4O2",
  "method": "ωB97M-V/def2-TZVPD",
  "multiplicity": 1,
  "smiles": "O=C1C[C@H]2O[C@@H]12",
  "charge": 0,
  "orbital_gap_ev": 10.6,
  "homo_ev": -9.70,
  "relative_energy_kj_mol": 196.3,
  "species": ["O", "C", "C", "C", "O", "C", "H", "H", "H", "H"],
  "positions_angstrom": [[-0.4209, 2.2726, -0.2541], [-0.1817, 1.1116, -0.0956], [-1.0314, -0.1451, 0.1363], [0.2390, -0.9581, -0.0770], [0.9492, -0.5207, -1.2358], [1.0892, 0.2367, -0.0331], [-1.9831, -0.3586, -0.3529], [-1.1600, -0.0466, 1.2264], [0.4444, -1.9706, 0.2485], [2.0553, 0.3789, 0.4374]]
}

{
  "formula": "C2H5N3O",
  "method": "ωB97M-V/def2-TZVPD",
  "multiplicity": 1,
  "smiles": "[H]/N=C\\N(O)/C=N/[H]",
  "charge": 0,
  "orbital_gap_ev": 9.8,
  "homo_ev": -9.23,
  "relative_energy_kj_mol": 493.6,
  "species": ["H", "N", "C", "N", "O", "C", "N", "H", "H", "H", "H"],
  "positions_angstrom": [[-0.9747, -1.4323, -1.7628], [0.0436, -1.8462, -1.7513], [0.5477, -1.3172, -0.7001], [-0.2094, -0.1755, 0.0334], [-1.1009, 0.4177, -0.8891], [0.3198, 0.7941, 0.9433], [-0.3084, 1.8828, 1.1925], [0.4848, 2.2155, 1.9971], [1.2344, -1.8477, -0.1073], [-1.1699, 1.2637, -0.4674], [1.1329, 0.0452, 1.5116]]
}

{
  "formula": "C3H2F2N2",
  "method": "ωB97M-V/def2-TZVPD",
  "multiplicity": 1,
  "smiles": "Fc1nc[nH]c1F",
  "charge": 0,
  "orbital_gap_ev": 9.2,
  "homo_ev": -9.01,
  "relative_energy_kj_mol": 144.7,
  "species": ["F", "C", "N", "C", "N", "C", "F", "H", "H"],
  "positions_angstrom": [[-2.1010, 0.1313, -0.1614], [-0.7308, -0.1220, 0.1017], [-0.4401, -1.4114, 0.2382], [0.8997, -1.3728, -0.1054], [1.4419, -0.2050, -0.0726], [0.3506, 0.6613, -0.0151], [0.5297, 1.9521, 0.0885], [1.4198, -2.2964, -0.0446], [2.5924, -0.1385, -0.3462]]
}

{
  "formula": "C22H28N2O4",
  "method": "ωB97M-V/def2-TZVPD",
  "multiplicity": 1,
  "smiles": "COc1ccc(C(=O)NCCCCCCNC(=O)c2ccc(OC)cc2)cc1",
  "charge": 0,
  "orbital_gap_ev": 9.1,
  "homo_ev": -8.41,
  "relative_energy_kj_mol": 118.6,
  "species": ["C", "O", "C", "C", "C", "C", "C", "O", "N", "C", "C", "C", "C", "C", "C", "N", "C", "O", "C", "C", "C", "C", "O", "C", "C", "C", "C", "C", "H", "H", "H", "H", "H", "H", "H", "H", "H", "H", "H", "H", "H", "H", "H", "H", "H", "H", "H", "H", "H", "H", "H", "H", "H", "H", "H", "H"],
  "positions_angstrom": [[-5.7481, -0.2999, 1.9665], [-5.4818, 0.5183, 0.8519], [-4.1928, 0.8392, 0.5784], [-3.1057, 0.5437, 1.3951], [-1.8283, 0.9056, 1.0067], [-1.6084, 1.5491, -0.2034], [-0.2431, 1.8763, -0.6935], [0.0914, 1.7241, -1.8547], [0.5925, 2.3794, 0.2458], [1.9628, 2.7146, -0.0576], [2.9619, 1.7897, 0.6464], [4.2530, 1.6815, -0.1607], [5.3293, 0.8278, 0.5078], [4.9227, -0.6143, 0.8140], [4.4096, -1.4111, -0.3954], [2.9799, -1.3075, -0.5949], [2.1314, -2.0625, 0.1456], [2.5373, -2.8246, 1.0069], [0.6793, -1.9282, -0.1567], [-0.2147, -2.3705, 0.8200], [-1.5708, -2.3558, 0.5979], [-2.0793, -1.9078, -0.6237], [-3.4319, -1.9529, -0.7529], [-4.0017, -1.6088, -1.9942], [-1.1955, -1.4676, -1.6032], [0.1676, -1.4758, -1.3669], [-2.6993, 1.8439, -1.0186], [-3.9760, 1.5134, -0.6269], [-5.4930, 0.2012, 2.9058], [-6.8198, -0.4908, 1.9427], [-5.2073, -1.2485, 1.8966], [-3.2385, 0.0202, 2.3281], [-0.9949, 0.6370, 1.6401], [0.2701, 2.4854, 1.1936], [2.1545, 3.7604, 0.2031], [2.0539, 2.6046, -1.1418], [2.5067, 0.8037, 0.7484], [3.1811, 2.1628, 1.6491], [4.6567, 2.6856, -0.3153], [4.0230, 1.2723, -1.1464], [6.2053, 0.8129, -0.1458], [5.6294, 1.3032, 1.4447], [4.1566, -0.6414, 1.5887], [5.7988, -1.1280, 1.2136], [4.6158, -2.4707, -0.2191], [4.9178, -1.0967, -1.3089], [2.6167, -0.6060, -1.2177], [0.1888, -2.7382, 1.7516], [-2.2643, -2.7019, 1.3483], [-3.6606, -2.2819, -2.7871], [-3.7737, -0.5744, -2.2659], [-5.0772, -1.7175, -1.8633], [-1.5529, -1.1108, -2.5552], [0.8197, -1.1425, -2.1600], [-2.5233, 2.3346, -1.9641], [-4.8307, 1.7460, -1.2430]]
}

{
  "formula": "C12H15F17O6PS",
  "method": "ωB97M-V/def2-TZVPD",
  "multiplicity": 1,
  "charge": -1,
  "orbital_gap_ev": 7.1,
  "homo_ev": -5.34,
  "species": ["O", "S", "O", "F", "P", "O", "C", "C", "O", "H", "H", "H", "H", "H", "H", "H", "C", "C", "C", "F", "F", "F", "F", "O", "C", "C", "F", "F", "F", "F", "H", "H", "H", "H", "C", "C", "C", "F", "F", "F", "F", "O", "C", "C", "F", "F", "F", "F", "H", "H", "H", "H"],
  "positions_angstrom": [[-7.3962, 0.6906, 3.3570], [-7.8131, -0.5070, 2.4173], [-8.4896, 0.0394, 1.1306], [-8.8803, -1.6059, 3.2438], [-5.9588, -1.5391, 1.8897], [-5.6513, -1.3671, 3.6238], [-4.2184, -1.2794, 3.9469], [-3.4907, -1.1345, 2.4846], [-4.2785, -1.9928, 1.5486], [-5.5517, -0.2130, 1.5011], [-6.4597, -1.8044, 0.5647], [-6.4159, -2.8677, 2.2077], [-3.8200, -2.1626, 4.6371], [-4.1906, -0.3694, 4.7062], [-2.3196, -1.3190, 2.5437], [-3.5164, 0.0319, 2.2420], [-1.1452, -1.4395, -3.5217], [-0.5100, -0.2280, -2.8232], [0.9056, -0.4559, -2.3106], [0.9567, -1.4238, -1.3662], [1.3901, 0.6725, -1.7239], [-1.3338, 0.1986, -1.8284], [-0.4750, 0.7927, -3.7380], [-2.0320, -2.2242, -2.7213], [-1.4110, -3.2442, -1.9407], [-1.6333, -3.0529, -0.4360], [-1.1028, -1.8801, -0.0023], [-1.0286, -4.0387, 0.2786], [-0.1009, -3.3313, -2.2727], [-1.9780, -4.4129, -2.3457], [-1.7839, -1.0389, -4.3185], [-0.4080, -2.0570, -4.0488], [1.5873, -0.7231, -3.1235], [-2.6990, -3.0523, -0.1919], [5.3652, 3.4405, 1.0449], [6.6953, 2.6727, 1.0607], [7.6514, 3.0277, -0.0700], [7.1351, 2.7340, -1.2859], [8.8046, 2.3127, 0.0353], [6.4414, 1.3368, 1.0929], [7.3134, 2.9607, 2.2503], [4.2532, 2.7459, 0.4758], [4.1164, 2.8652, -0.9393], [4.2027, 1.5129, -1.6562], [5.4065, 0.9187, -1.4494], [4.0705, 1.6612, -3.0011], [5.0140, 3.7663, -1.4046], [2.8904, 3.4185, -1.1444], [5.0812, 3.5913, 2.0935], [5.4686, 4.4554, 0.6426], [7.9186, 4.0884, -0.0498], [3.4243, 0.8302, -1.3052]]
}